[1]
The following is a quantum chemistry calculation of a 2-piece molecular cluster, C4H6Br2P2 overall, from OMol25.

Structure (XYZ):
```
14
C4H6Br2P2 ωB97M-V/def2-TZVPD
C 1.276 -0.425 0.186
C 0.675 0.344 -0.499
C 1.697 -1.383 1.206
C 0.316 1.220 -1.570
P -1.708 -0.542 1.609
P -2.418 1.431 1.490
Br -2.257 -1.697 -0.214
Br -3.346 1.615 -0.458
H 2.779 -1.376 1.129
H 1.339 -1.042 2.168
H 1.239 -2.293 0.900
H 0.868 2.132 -1.865
H 0.357 0.734 -2.540
H -0.816 1.283 -1.541
```

Output
E_LUMO: -1.2 eV
total charge: 0
E_HOMO: -8.7 eV
ΔE to the lowest compared entry with this formula, charge and spin: 122.8 kJ/mol
multiplicity: 1



[2]
The following is a quantum chemistry calculation of C4H6BrCoO2 as an isolated structure, from OMol25.

Structure (XYZ):
```
14
C4H6BrCoO2 ωB97M-V/def2-TZVPD
Co 1.248 4.434 2.275
Br 2.569 2.740 1.011
O -0.529 -3.001 -1.356
C -0.458 -1.831 -0.918
O 0.381 -0.986 -1.499
C 0.687 0.120 -0.678
C -0.658 0.225 0.110
C -1.014 -1.228 0.349
H 0.706 0.991 -1.333
H 1.592 0.155 -0.072
H -1.397 0.706 -0.531
H -0.648 0.656 1.112
H -2.099 -1.258 0.444
H -0.379 -1.723 1.084
```

Output
E_LUMO (alpha / beta): -8.1 / -9.7 eV
total charge: +1
E_HOMO (alpha / beta): -12.1 / -12.1 eV
ΔE to the lowest compared entry with this formula, charge and spin: 182.3 kJ/mol
multiplicity: 4



[3]
The following is a quantum chemistry calculation of one molecule with the formula C4H6BrF2IO, from OMol25.

Structure (XYZ):
```
15
C4H6BrF2IO ωB97M-V/def2-TZVPD
C -1.098 -0.376 -0.884
C -0.187 -0.202 0.341
O -0.766 -0.165 1.575
C 0.951 -1.233 0.306
Br 2.397 -1.038 1.584
C 0.456 1.480 0.063
F 1.065 1.932 1.186
F -0.649 2.250 -0.199
I 1.678 1.606 -1.753
H -1.223 0.550 -1.629
H -0.818 -1.145 -1.599
H -2.149 -0.627 -0.627
H -1.637 0.420 1.538
H 0.523 -2.075 0.734
H 1.455 -1.376 -0.634
```

Output
E_LUMO: 0.1 eV
total charge: 0
E_HOMO: -9.8 eV
ΔE to the lowest compared entry with this formula, charge and spin: 0.0 kJ/mol
structure (SMILES): C[C@@](O)(CBr)C(F)(F)I
multiplicity: 1



Number 1: calculated total energy -162905.8704 eV. Number 2: calculated total energy -115997.8266 eV. Number 3: calculated total energy -89869.5134 eV.